Record 1
The following is a quantum chemistry calculation of a single C10H12P2 molecule in a non-equilibrium geometry, from the OMol25 dataset.

```
! wB97M-V def2-TZVPD RIJCOSX def2/J DEFGRID3
* xyz 0 1
C -0.12 0.92 -0.54
C -2.45 0.21 0.29
H 0.68 4.19 -0.87
H 3.25 0.77 -0.89
H -1.28 2.73 -0.57
C 0.81 3.12 -0.81
H -3.07 1.08 0.13
C 1.16 0.38 -0.65
H -2.59 -0.84 2.42
P -0.86 -1.76 0.38
C 2.26 1.20 -0.83
H -0.90 -2.34 -1.90
P -3.02 -1.29 1.16
H 0.44 -3.36 1.63
C -0.36 -2.62 -1.00
C -0.29 2.30 -0.65
H 1.27 -1.78 1.65
H -0.27 -3.69 -0.86
C 2.09 2.58 -0.89
H 1.28 -0.69 -0.60
H 2.95 3.23 -0.99
H -0.11 -2.08 2.75
C -1.19 0.03 -0.12
C 0.32 -2.29 1.78
*
```

Values from the calculation:
- calculated total energy (Ha) = -1070.8552
- E_LUMO (spin up / spin down) (eV) = 0.2 / 0.2
- highest occupied orbital energy (spin up / spin down) (Ha) = -0.270 / -0.270
- HOMO-LUMO gap (spin up / spin down) (eV) = 7.57 / 7.57

---

Record 2
The following is a quantum chemistry calculation of 2 unconnected molecules or ions with the total composition C10H12S2 in a non-equilibrium geometry, from the OMol25 dataset.

```
! wB97M-V def2-TZVPD RIJCOSX def2/J DEFGRID3
* xyz 0 1
C 0.75 -0.68 0.55
H 4.28 -0.77 0.35
C 1.79 0.51 -1.45
H 1.52 1.05 -2.36
H -0.18 -2.23 1.61
H -2.80 -0.43 0.62
H 3.84 0.04 -1.76
C -0.24 -1.41 0.94
C 3.02 0.05 -1.10
C 3.22 -0.65 0.10
S -2.87 1.90 -0.07
C 0.78 0.46 -0.36
H -1.16 0.92 1.35
H -0.03 2.27 -1.10
S -3.10 -2.62 -0.45
C 2.21 -1.09 0.86
C -2.35 -1.12 -0.16
H -3.58 -3.25 0.63
C -1.13 1.82 0.68
H -1.08 2.79 1.18
H 2.20 -1.50 1.85
C -0.17 1.50 -0.33
H -2.68 3.16 -0.38
H -2.23 -0.72 -1.18
*
```

Values from the calculation:
- calculated total energy (Ha) = -1184.3850
- E_LUMO (eV) = -0.1
- highest occupied orbital energy (Ha) = -0.283
- HOMO-LUMO gap (eV) = 7.63

---

Computed relative energy (zero: lowest compared OMol25 entry of this formula, charge and spin) (kcal/mol) in order:
17.6 105.7